No. 1
Entry from the Open Molecules 2025 dataset: the molecule C7H5ClO4 in a non-equilibrium geometry (the ωB97M-V functional and the def2-TZVPD basis).

**Gap between HOMO and LUMO**: 0.3034 Eh
**Strongest force on any atom**: 10.58 eV/Å
**E_LUMO**: -0.438 eV
**E_HOMO**: -8.695 eV
**M**: 188.57 g/mol
**Relative energy (zero: lowest compared OMol25 entry of this formula, charge and spin)**: 50.7 kcal per mole
**E**: -28045.027 eV
**Structure (SMILES)**: O=C(OO)/C(O)=C/C=C\C#CCl

Structure (ORCA input):
```
! wB97M-V def2-TZVPD RIJCOSX def2/J DEFGRID3
* xyz 0 1
C 0.05 -0.61 0.67
C -1.18 -0.72 1.19
C 0.62 0.27 -0.41
C -2.30 0.03 0.93
C 0.86 2.01 -2.11
C 0.28 1.44 -0.85
C -3.18 0.38 0.06
O 1.38 1.40 -3.02
O -0.57 2.25 -0.17
O 1.74 3.95 -2.93
O 0.95 3.35 -1.98
Cl -4.53 0.80 -0.72
H 0.94 -1.27 1.00
H -1.14 -1.43 2.00
H 1.51 -0.15 -0.90
H -0.53 2.03 0.64
H 2.17 3.25 -3.53
*
```

No. 2
Entry from the Open Molecules 2025 dataset: C24H21LiN4O4S3 as an isolated structure (the ωB97M-V functional and the def2-TZVPD basis).

**Gap between HOMO and LUMO**: 0.2012 Eh
**Strongest force on any atom**: 0.62 eV/Å
**E_LUMO**: 3.504 eV
**E_HOMO**: -1.970 eV
**M**: 532.60 g/mol
**E**: -72091.319 eV

Structure (ORCA input):
```
! wB97M-V def2-TZVPD RIJCOSX def2/J DEFGRID3
* xyz -2 1
Li 0.79 0.49 -0.16
C -0.73 1.28 -7.04
C -0.18 1.64 -5.69
C -0.70 1.07 -4.53
C -0.19 1.40 -3.28
C 0.84 2.31 -3.17
C 1.36 2.91 -4.32
C 0.85 2.57 -5.56
S 1.67 2.56 -1.58
O 2.31 3.86 -1.78
O 2.55 1.40 -1.48
N 0.66 2.45 -0.42
C -0.42 3.44 -0.37
C -1.88 2.93 -0.54
O -2.75 3.77 -0.20
O -2.07 1.78 -0.98
H -1.19 0.29 -7.03
H 0.05 1.28 -7.80
H -1.50 1.99 -7.36
H -1.52 0.37 -4.61
H -0.65 1.03 -2.37
H 2.16 3.63 -4.21
H 1.26 3.04 -6.45
H -0.28 4.23 -1.12
H -0.38 3.95 0.60
S 4.37 -2.05 1.38
C 4.46 -0.40 1.81
C 3.28 0.23 1.62
C 2.19 -0.57 1.10
C 2.68 -1.84 0.92
C 1.96 -3.02 0.43
C 2.48 -4.32 0.57
C 1.75 -5.40 0.12
C 0.50 -5.19 -0.47
C 0.08 -3.87 -0.57
N 0.77 -2.82 -0.15
H 5.39 0.02 2.17
H 3.16 1.29 1.83
H 3.44 -4.47 1.03
H 2.15 -6.40 0.22
H -0.11 -6.00 -0.83
H -0.88 -3.65 -1.03
N -5.10 -4.08 1.36
C -4.83 -3.58 0.13
S -5.71 -4.07 -1.18
C -3.69 -2.62 0.07
C -3.33 -2.03 -1.14
C -2.26 -1.15 -1.17
N -1.54 -0.85 -0.09
C -1.88 -1.40 1.06
C -2.94 -2.29 1.19
H -5.95 -4.62 1.43
H -4.83 -3.56 2.17
H -3.89 -2.25 -2.04
H -1.98 -0.65 -2.08
H -1.27 -1.13 1.91
H -3.12 -2.71 2.18
*
```

No. 3
Entry from the Open Molecules 2025 dataset: a 2-piece molecular cluster, C5H10ClP overall in a non-equilibrium geometry (the ωB97M-V functional and the def2-TZVPD basis).

**Gap between HOMO and LUMO**: 0.3129 Eh
**Strongest force on any atom**: 5.66 eV/Å
**E_LUMO**: 0.416 eV
**E_HOMO**: -8.099 eV
**M**: 136.56 g/mol
**Relative energy (zero: lowest compared OMol25 entry of this formula, charge and spin)**: 79.2 kcal per mole
**E**: -27153.613 eV

Structure (ORCA input):
```
! wB97M-V def2-TZVPD RIJCOSX def2/J DEFGRID3
* xyz 0 1
C 0.97 0.29 0.18
C -1.93 1.39 -0.25
C -1.98 -1.09 -0.10
C 3.43 -0.97 -0.05
C -1.45 0.22 0.48
P 1.61 -1.26 0.15
Cl 1.54 1.88 -0.02
H -2.95 1.25 -0.56
H -1.98 2.43 0.25
H -1.37 1.69 -1.20
H -1.91 -0.93 -1.09
H -3.00 -1.00 0.40
H -1.32 -1.81 0.33
H 3.88 -0.21 0.69
H 4.06 -1.85 0.19
H 3.65 -0.42 -1.00
H -1.27 0.39 1.59
*
```